<P>
Computed, not measured: a molecular structure, HN2O3P, with ωB97M-V/def2-TZVPD.

## Properties
* frontier orbital gap (spin up / spin down): 7.04 / 6.92 eV
* total charge: 0
* HOMO (spin up / spin down): -0.3293 / -0.3348 Eh

Cartesian coordinates (Å):
N  0.5324  1.7279  -0.7621
N  -0.4277  -0.8077  1.2370
O  1.6598  1.4456  -0.9443
O  -0.4503  0.9817  -0.5102
O  -1.1857  -0.7843  2.1967
P  -0.7497  -1.2016  -0.4367
H  0.6212  -1.3616  -0.7803

Atom charges from the Mulliken analysis, given in e for atoms 1 to 4: atom 1 (N): 0.556, atom 2 (N): 0.191, atom 3 (O): -0.431, atom 4 (O): -0.354

<Q>
Computed, not measured: 2 unconnected molecules or ions with the total composition HN2O3P, with ωB97M-V/def2-TZVPD.

## Properties
* SMILES: [O-][N+]#P.O=NO
* frontier orbital gap: 9.24 eV
* total charge: 0
* HOMO: -0.3558 Eh

Cartesian coordinates (Å):
O  -3.1190  -3.5074  -0.9436
N  -2.7976  -2.3948  -0.5601
P  -2.4346  -1.1273  0.0447
O  1.2763  1.3241  -0.7194
N  0.2037  1.5329  -1.1933
O  -0.5319  0.4117  -1.3933
H  0.1002  -0.3393  -1.4589

Atom charges from the Mulliken analysis, given in e for atoms 1 to 4: atom 1 (O): -0.529, atom 2 (N): 0.561, atom 3 (P): -0.008, atom 4 (O): -0.372

The least stable of them is <P>.

<P>
Computed, not measured: 17 unconnected molecules or ions with the total composition H35O17, with ωB97M-V/def2-TZVPD.

## Properties
* frontier orbital gap: 10.00 eV
* total charge: +1
* HOMO: -0.4743 Eh

Cartesian coordinates (Å):
O  0.7852  1.0250  4.2202
H  1.2614  0.4827  3.5640
H  0.6814  1.8624  3.7816
O  0.6731  0.5295  -1.6652
H  1.1022  -0.0539  -2.2723
H  -0.1419  0.8076  -2.0813
O  1.4388  -1.4804  -3.3388
H  1.8629  -1.4573  -4.1257
H  0.8754  -2.1976  -3.1871
O  -1.3781  -0.9118  1.5276
H  -1.4477  0.0042  1.2629
H  -1.2891  3.5261  4.2078
O  -1.9356  -0.9615  3.9836
H  -1.2850  -0.9392  3.1832
O  1.7201  3.2560  -4.3609
H  1.2233  3.4569  -3.5901
H  2.4024  2.4932  -4.1414
O  -0.7484  2.0326  0.9742
H  -0.3739  2.2018  1.8456
H  -0.1506  2.3621  0.3428
O  -1.9737  3.3036  3.5975
H  -1.3586  -0.5002  4.6645
H  -1.6485  2.9206  2.8222
O  3.3499  1.0984  -2.8498
H  1.4045  -0.2121  0.8742
H  4.0848  0.8495  -3.4297
O  -1.5539  -0.7181  -3.5747
H  -0.6475  -0.8803  -3.9118
H  -1.5957  -1.3886  -2.9353
O  -3.6552  -3.1344  0.1479
H  -3.3457  -2.3179  0.5485
H  -4.5193  -3.3816  0.5420
O  -1.0646  -3.1086  -1.7121
H  -1.9777  -3.6304  -1.5190
H  -0.6976  -3.9208  -1.9238
O  1.5377  4.0835  0.0339
H  2.4414  4.1146  0.4018
H  1.2952  4.1954  -0.9251
O  1.4167  -2.3567  0.0628
H  1.2810  -3.0002  -0.7222
H  1.6636  1.2813  0.9813
O  -3.8773  0.4074  3.0540
H  -3.8309  0.3042  2.1488
H  -4.5262  0.9399  3.4942
O  1.3660  0.5945  1.6737
H  -0.9674  -1.2986  0.8205
H  2.0711  -2.9177  0.4952
O  2.9254  -2.8949  -1.8908
H  3.7465  -3.0804  -1.6081
H  2.5636  -2.0473  -1.5026
H  -2.8407  -0.4183  3.9193
H  3.6570  1.0756  -1.9080

Atom charges from the Mulliken analysis, given in e for atoms 1 to 4: atom 1 (O): -0.611, atom 2 (H): 0.378, atom 3 (H): 0.247, atom 4 (O): -0.371

<Q>
Computed, not measured: a molecular structure, H35O17, with ωB97M-V/def2-TZVPD.

## Properties
* frontier orbital gap: 10.88 eV
* total charge: +1
* HOMO: -0.4918 Eh

Cartesian coordinates (Å):
O  2.3625  -4.1145  -0.6616
H  2.5459  2.3524  -3.6861
H  3.7738  2.1193  -2.8227
O  2.8906  1.7623  -2.9320
H  3.4873  -2.5075  0.3189
H  1.3901  -0.7633  0.2250
O  -0.9124  1.0590  2.6600
H  -0.2275  0.4691  2.4245
H  -1.7967  0.7147  2.2608
O  -3.4101  0.4559  2.1025
H  -3.8013  0.1181  1.2517
H  -1.0803  -2.0423  2.2694
O  1.3782  1.9487  -0.9071
H  -4.2986  0.2825  -0.7506
O  2.8834  -0.5555  -1.4295
H  3.5221  -0.4638  -0.6412
H  -0.9666  -4.4458  -3.6349
O  1.9789  1.4791  2.6842
H  1.3752  -1.9374  3.5879
H  -0.9938  2.0902  -1.4726
O  -1.5312  -1.6092  1.5679
H  2.4468  -4.6727  -1.4438
H  -3.0018  2.7999  -0.7235
O  4.1092  -1.7843  0.5352
H  1.0771  0.7504  0.5290
H  4.9633  -2.2527  0.5676
O  -1.8674  -4.4316  -3.2858
H  2.1143  1.7201  3.6183
H  -2.0459  -3.5693  -2.9545
O  -3.3959  0.6091  -0.6813
H  -0.1602  2.9880  0.9016
H  1.3718  2.8910  -1.1114
O  -1.3888  1.3866  -1.9587
H  -0.8725  2.2210  2.3918
H  -0.7492  1.0945  -2.6529
O  -0.9131  3.1366  1.4900
H  2.1212  -4.4695  0.1762
H  -1.6365  3.2003  0.8173
O  -2.5370  3.6558  -0.5607
H  2.1518  0.5211  2.7263
H  3.2920  -0.5089  -2.3009
O  -1.5835  -0.5649  -3.5086
H  2.1553  1.7070  -1.4248
H  -1.0179  -1.1239  -2.8898
O  0.8843  -0.1260  0.7641
H  -2.9989  3.9079  0.2658
H  -3.5380  0.1992  3.0418
O  0.6114  -2.1673  4.1235
H  0.8863  -2.4487  4.9901
H  -1.1144  -1.4390  0.7449
H  -2.9145  0.2766  -1.4236
H  -2.2675  -1.2226  -3.5156

Atom charges from the Mulliken analysis, given in e for atoms 1 to 4: atom 1 (O): -0.605, atom 2 (H): 0.299, atom 3 (H): 0.318, atom 4 (O): -0.608

The least stable of them is <P>.

<P>
Computed, not measured: 10 unconnected molecules or ions with the total composition C48H46F6O12, with ωB97M-V/def2-TZVPD.

## Properties
* SMILES: Fc1ccccc1.Fc1ccccc1.Fc1ccccc1.Fc1ccccc1.Fc1ccccc1.Fc1ccccc1.O=C1OCCO1.O=C1OCCO1.O=C1OCCO1.O=C1OCCO1
* frontier orbital gap: 9.14 eV
* total charge: 0
* HOMO: -0.3342 Eh

Cartesian coordinates (Å):
F  6.9515  -2.9815  0.4898
C  5.6825  -2.9885  0.1374
C  5.3644  -2.6348  -1.1759
C  4.0224  -2.6076  -1.5244
C  3.0502  -2.9953  -0.6412
C  3.3947  -3.5105  0.5778
C  4.6931  -3.4659  1.0287
H  6.1411  -2.4485  -1.9029
H  3.6995  -2.4404  -2.5413
H  2.0023  -3.0428  -0.8981
H  2.5413  -3.7663  1.1883
H  5.0027  -3.6858  2.0397
F  -6.4857  4.0748  0.1907
C  -5.8850  2.8765  0.0952
C  -6.5839  1.8202  -0.3127
C  -5.9710  0.6561  -0.7949
C  -4.5822  0.6381  -0.8140
C  -3.8291  1.7523  -0.3187
C  -4.4841  2.8901  0.1505
H  -7.6530  1.9540  -0.3869
H  -6.5876  -0.1541  -1.1552
H  -4.0659  -0.2195  -1.2195
H  -2.7516  1.7416  -0.3914
H  -3.9724  3.7971  0.4369
F  -3.1635  -0.2988  6.8317
C  -2.7189  0.4313  5.7535
C  -2.8620  -0.1236  4.4561
C  -2.5794  0.7444  3.3415
C  -2.1442  2.0292  3.4804
C  -2.0303  2.5310  4.7731
C  -2.3303  1.7493  5.8919
H  -3.2902  -1.1073  4.3323
H  -2.7025  0.3345  2.3499
H  -2.0540  2.6882  2.6295
H  -1.6415  3.5368  4.8320
H  -2.2156  2.1806  6.8754
F  -2.5425  6.0140  0.3107
C  -1.4806  5.2709  0.6692
C  -0.7182  5.6064  1.7597
C  0.3410  4.6910  2.1099
C  0.6699  3.6209  1.3312
C  -0.0440  3.3772  0.1737
C  -1.1342  4.1967  -0.1157
H  -1.0122  6.4474  2.3702
H  0.9437  4.7688  3.0027
H  1.4878  2.9355  1.4974
H  0.1357  2.4673  -0.3798
H  -1.6688  4.0293  -1.0390
F  1.2967  -2.1966  -4.0986
C  1.6579  -3.4097  -4.6903
C  0.6941  -4.2192  -5.2449
C  1.0320  -5.4784  -5.6887
C  2.3444  -5.9203  -5.6456
C  3.4060  -5.0861  -5.1702
C  3.0300  -3.7960  -4.7089
H  -0.3024  -3.8196  -5.3614
H  0.2120  -6.1027  -6.0116
H  2.6547  -6.8736  -6.0471
H  4.4336  -5.4185  -5.1693
H  3.8254  -3.1318  -4.4047
F  -3.7877  -1.7536  1.2498
C  -3.1734  -2.8924  0.9604
C  -3.8402  -3.8336  0.2608
C  -3.1891  -5.0179  -0.1052
C  -1.8288  -5.0940  0.0027
C  -1.1143  -4.1503  0.7695
C  -1.8305  -3.0366  1.3000
H  -4.8872  -3.6889  0.0392
H  -3.6767  -5.7381  -0.7455
H  -1.3093  -5.9657  -0.3670
H  -0.0492  -4.1672  0.9473
H  -1.3071  -2.2697  1.8517
O  3.7111  4.0840  -1.8636
C  4.2216  2.9704  -1.6990
O  3.8707  1.8335  -2.3580
C  4.3309  0.6896  -1.6412
C  5.1121  1.3599  -0.4567
O  5.0464  2.7582  -0.6958
H  3.5156  0.1782  -1.1295
H  5.0228  -0.0502  -2.0437
H  6.1511  1.0463  -0.3561
H  4.5668  1.1478  0.4629
O  3.0069  -1.0251  7.1742
C  2.7198  -0.2856  6.2723
O  1.5791  0.4208  6.1908
C  1.5283  1.2827  5.1215
C  2.7734  0.7617  4.2483
O  3.5310  0.1165  5.2209
H  0.6438  1.1180  4.5062
H  1.8882  2.2901  5.3306
H  3.3899  1.5847  3.8867
H  2.4980  0.1021  3.4254
O  0.3177  -0.3079  2.4625
C  0.2587  -0.1351  1.2899
O  1.2330  -0.4186  0.4458
C  0.7713  -0.3080  -0.8427
C  -0.6628  -0.0390  -0.6837
O  -0.8080  0.2829  0.6610
H  1.3015  0.5265  -1.3016
H  1.0528  -1.1564  -1.4666
H  -1.3302  -0.8969  -0.7661
H  -0.9658  0.6655  -1.4583
O  0.7502  2.4884  -4.1545
C  -0.4700  2.5903  -4.1228
O  -1.1879  2.9352  -5.1680
C  -2.5413  3.1199  -4.9259
C  -2.5696  3.0094  -3.4181
O  -1.3132  2.5074  -3.0230
H  -2.8651  4.0956  -5.2882
H  -3.1165  2.3304  -5.4096
H  -3.2209  2.2105  -3.0636
H  -2.9715  3.7964  -2.7801

Atom charges from the Mulliken analysis, given in e for atoms 1 to 4: atom 1 (F): -0.339, atom 2 (C): 0.366, atom 3 (C): -0.455, atom 4 (C): -0.018

<Q>
Computed, not measured: 10 unconnected molecules or ions with the total composition C48H46F6O12, with ωB97M-V/def2-TZVPD.

## Properties
* SMILES: Fc1ccccc1.Fc1ccccc1.Fc1ccccc1.Fc1ccccc1.Fc1ccccc1.Fc1ccccc1.O=C1OCCO1.O=C1OCCO1.O=C1OCCO1.O=C1OCCO1
* frontier orbital gap: 8.71 eV
* total charge: 0
* HOMO: -0.3287 Eh

Cartesian coordinates (Å):
F  4.4468  -2.3014  -1.4331
C  4.7169  -1.2716  -0.6151
C  5.2667  -0.0633  -1.0475
C  5.6664  0.9044  -0.1143
C  5.4953  0.6440  1.2316
C  4.9171  -0.5441  1.6899
C  4.4654  -1.4417  0.7150
H  5.5778  0.0139  -2.0788
H  6.0992  1.8681  -0.3387
H  5.6706  1.4320  1.9490
H  4.6328  -0.7269  2.7156
H  3.9753  -2.3595  1.0046
F  -4.3511  0.0211  -3.2722
C  -4.1589  -1.0031  -4.0924
C  -4.3548  -2.2698  -3.5325
C  -4.0495  -3.3904  -4.2908
C  -3.6646  -3.2434  -5.6293
C  -3.4699  -1.9658  -6.1608
C  -3.6999  -0.8487  -5.3662
H  -4.8224  -2.3436  -2.5618
H  -4.1128  -4.3814  -3.8662
H  -3.4344  -4.0667  -6.2893
H  -3.2587  -1.8168  -7.2094
H  -3.6335  0.1422  -5.7906
F  0.1571  -6.2490  5.3083
C  0.3026  -4.9102  5.4360
C  0.9688  -4.1788  4.4464
C  1.2506  -2.7643  4.6473
C  0.8976  -2.2067  5.8863
C  0.1474  -2.9283  6.8129
C  -0.1516  -4.2448  6.5858
H  1.1869  -4.6232  3.4866
H  1.7459  -2.1928  3.8762
H  1.1109  -1.1536  5.9957
H  -0.1091  -2.3977  7.7179
H  -0.7012  -4.8606  7.2823
F  -1.2211  0.3189  6.1827
C  -2.2797  0.6403  5.4118
C  -3.3705  1.3348  5.9697
C  -4.4481  1.6993  5.1232
C  -4.4644  1.2148  3.8176
C  -3.4197  0.4129  3.2860
C  -2.2778  0.2037  4.0550
H  -3.4806  1.6923  6.9828
H  -5.2469  2.3330  5.4794
H  -5.2884  1.5486  3.2044
H  -3.5621  0.0297  2.2864
H  -1.4120  -0.3532  3.7284
F  -1.2013  2.8707  1.7063
C  -2.4060  2.9823  1.0847
C  -2.7775  2.1008  0.0701
C  -3.9729  2.2641  -0.6487
C  -4.8558  3.2205  -0.1823
C  -4.5352  4.0170  0.8629
C  -3.2628  4.0507  1.4233
H  -2.0263  1.3627  -0.1695
H  -4.2049  1.6508  -1.5068
H  -5.7635  3.4007  -0.7390
H  -5.2240  4.8028  1.1356
H  -2.8706  4.7077  2.1854
F  1.0836  -0.0800  -2.1911
C  0.2124  -0.6145  -1.2571
C  -1.1201  -0.9588  -1.6481
C  -1.9939  -1.4658  -0.6875
C  -1.5038  -1.7320  0.6208
C  -0.1948  -1.3795  1.0121
C  0.6314  -0.7596  0.0929
H  -1.6025  -0.9233  -2.6137
H  -2.9616  -1.8842  -0.9219
H  -2.1637  -2.1602  1.3608
H  0.0933  -1.5555  2.0380
H  1.6696  -0.5091  0.2537
O  -1.3813  2.9547  -2.6130
C  -0.9297  2.4811  -3.6491
O  0.1295  2.9320  -4.1920
C  0.5181  2.1458  -5.2837
C  -0.8236  1.5158  -5.6768
O  -1.3851  1.4709  -4.3911
H  1.0675  2.6315  -6.0901
H  1.1793  1.3318  -4.9866
H  -0.6455  0.4635  -5.8983
H  -1.3299  2.0410  -6.4867
O  4.1482  4.9979  0.7881
C  3.6486  4.3137  -0.1298
O  4.1543  4.2339  -1.3633
C  3.2091  3.7289  -2.2517
C  2.2490  2.9919  -1.3082
O  2.6380  3.4440  -0.0606
H  2.7691  4.5735  -2.7820
H  3.6984  3.0787  -2.9768
H  2.3796  1.9126  -1.3863
H  1.2518  3.3585  -1.5519
O  3.3112  0.1006  5.0995
C  2.6614  0.8581  4.3556
O  1.6244  0.4347  3.5971
C  1.2900  1.4039  2.6624
C  1.7491  2.6719  3.3264
O  2.7217  2.2834  4.2424
H  1.8603  1.3083  1.7384
H  0.2058  1.3429  2.5684
H  1.0567  3.2501  3.9383
H  2.2674  3.3932  2.6947
O  3.8423  -5.9991  -4.0407
C  3.3199  -4.8953  -4.1715
O  3.8605  -3.6897  -3.9816
C  2.8549  -2.7481  -4.1841
C  1.5271  -3.4188  -4.2158
O  2.0361  -4.7528  -4.3251
H  2.9172  -2.0726  -3.3310
H  3.1085  -2.3543  -5.1684
H  0.9784  -3.1834  -5.1278
H  0.9586  -3.2961  -3.2939

Atom charges from the Mulliken analysis, given in e for atoms 1 to 4: atom 1 (F): -0.254, atom 2 (C): 0.069, atom 3 (C): -0.237, atom 4 (C): -0.735

The least stable of them is <P>.

<P>
Computed, not measured: a single C6H8N4O2 molecule, with ωB97M-V/def2-TZVPD.

## Properties
* SMILES: C=NCN=C=NCC(=C)[N+](=O)[O-]
* frontier orbital gap: 8.69 eV
* total charge: 0
* HOMO: -0.3468 Eh

Cartesian coordinates (Å):
C  -4.2695  -1.1967  -0.3802
N  -3.9371  -0.3918  0.5537
C  -2.6994  0.1639  0.7684
N  -1.6417  -0.1047  -0.1339
C  -0.4517  -0.2598  0.0600
N  0.7112  0.0729  0.2009
C  2.0532  -0.4885  0.1570
C  3.3276  0.3588  0.1075
C  3.3678  1.6698  0.0859
N  4.5852  -0.2766  0.2793
O  4.6526  -1.4934  0.4260
O  5.5527  0.4723  0.3598
H  -3.7719  -1.4774  -1.2681
H  -5.3110  -1.6933  -0.3033
H  -2.4472  -0.0969  1.7296
H  -2.7301  1.3262  0.6995
H  2.2773  -1.4093  -0.5719
H  2.2973  -0.9250  1.1789
H  4.2965  2.2076  0.2652
H  2.4492  2.3186  -0.1014

Atom charges from the Mulliken analysis, given in e for atoms 1 to 4: atom 1 (C): -0.262, atom 2 (N): -0.458, atom 3 (C): -0.323, atom 4 (N): -0.335

<Q>
Computed, not measured: a molecular structure, C6H8N4O2, with ωB97M-V/def2-TZVPD.

## Properties
* frontier orbital gap: 8.45 eV
* total charge: 0
* HOMO: -0.3308 Eh

Cartesian coordinates (Å):
C  1.0915  2.1311  0.2084
C  0.3373  2.0031  1.4387
C  -2.0628  0.0909  -0.3345
C  0.7883  -1.2459  -1.0746
C  1.2661  -0.2242  0.1259
C  0.1839  -0.2429  1.2403
N  1.5187  1.0323  -0.2915
N  -0.0109  0.9034  1.9674
N  -1.2480  -0.9379  0.1874
N  -0.5899  -1.8016  -0.6809
O  -2.5588  -0.3588  -1.4188
O  -2.2614  1.1218  0.2504
H  1.5170  3.0461  -0.1711
H  -0.0752  2.9273  1.9389
H  0.7986  -0.7193  -2.1143
H  1.4211  -2.0734  -1.1715
H  2.2857  -0.6890  0.2329
H  0.1776  -1.1696  1.7993
H  -2.1066  -1.0975  -1.9094
H  -0.4719  -2.6958  -0.2228

Atom charges from the Mulliken analysis, given in e for atoms 1 to 4: atom 1 (C): -0.161, atom 2 (C): -0.061, atom 3 (C): 0.673, atom 4 (C): -0.778

The least stable of them is <P>.